Entry 1:
DFT (wB97M-V/def2-TZVPD) results for 2 unconnected molecules or ions with the total composition C5H12NS2.

Output
Maximum force ... 0.604 eV/A
Kohn-Sham gap ... 7.84 eV
LUMO ... -5.10 eV
E_HOMO ... -12.9 eV
Spin multiplicity ... 1
Total charge ... +1

Geometry (Å):
C 1.392 0.842 1.992
H -1.459 0.374 -2.385
H 0.437 -1.741 -2.693
N 0.609 -1.208 1.001
S 0.809 0.623 -1.715
H -0.958 2.046 -2.533
C -0.941 1.182 -1.872
C -1.567 1.481 -0.518
H 0.074 -3.016 0.237
H 0.661 -0.796 0.027
S 0.984 -0.694 -3.325
H 1.624 1.282 1.034
H -1.626 0.584 0.098
H 1.583 1.433 2.875
H 0.634 -0.838 3.062
H -2.579 1.856 -0.663
C 0.265 -2.430 1.124
H -0.997 2.240 0.019
C 0.868 -0.368 2.117
H 0.187 -2.853 2.118

Entry 2:
DFT (wB97M-V/def2-TZVPD) results for 7 unconnected molecules or ions with the total composition C16H42BrIN3O8 at a distorted geometry.

Output
Maximum force ... 5.717 eV/A
Kohn-Sham gap ... 7.70 eV
LUMO ... -3.50 eV
E_HOMO ... -11.2 eV
Spin multiplicity ... 1
Total charge ... +1

Geometry (Å):
H -0.043 1.407 -0.066
H -1.372 5.003 -3.028
H -0.155 -1.891 1.755
H 5.516 5.069 -0.909
O 2.522 -4.706 5.459
H 5.796 3.728 -1.571
H -2.032 -1.872 2.047
H -2.131 -4.315 2.450
H -7.813 2.328 -4.840
H 2.676 -5.656 5.377
C -3.311 4.174 -2.110
H 3.340 -4.371 5.848
H -0.423 -4.658 1.825
H -1.224 0.331 3.302
C -0.232 0.444 -1.927
C -1.060 -3.917 2.429
C 3.481 -0.117 -1.698
H 2.548 -0.711 -1.364
H 4.883 -0.698 -0.016
C -1.403 -2.821 0.105
N 0.432 3.354 -2.032
O -0.894 -2.649 4.577
C -1.010 2.931 -2.148
C -0.143 -2.472 5.811
N 0.576 1.109 -0.843
H 3.354 1.180 0.201
H -2.104 1.168 -2.952
I 3.449 0.007 -3.869
C 1.252 2.260 -1.461
O 5.438 -1.658 1.890
H 4.595 -2.092 -1.258
H 2.992 3.185 -1.879
C -0.490 -1.884 -0.825
H -0.708 -4.758 4.498
H 0.408 -0.253 -2.579
O -1.567 0.402 2.401
H -1.494 2.768 -1.111
Br -3.364 4.788 -0.205
H -2.524 0.466 2.520
H 4.586 1.708 -1.055
H -0.219 -2.359 -1.838
H 6.141 -2.177 1.478
H -1.814 -0.047 -0.293
H 0.501 -1.557 -0.323
H -2.509 -2.674 -0.141
O -4.421 3.954 -2.661
H 5.732 -0.595 -1.642
H 0.416 4.107 -1.310
O -8.312 1.711 -4.290
C 4.758 -0.965 -1.144
O -7.070 2.361 -1.799
C -1.131 -2.481 1.667
C 3.513 1.294 -0.940
C -1.315 -0.529 -1.201
H 0.061 -1.369 6.026
C -0.399 -3.826 3.889
H -0.550 1.611 -3.920
C -1.004 1.480 -2.880
H -6.292 2.735 -2.233
H -0.770 -2.883 6.684
N 2.571 2.328 -1.459
H -2.154 -0.776 -1.954
C -1.926 3.996 -2.927
H -7.632 1.225 -3.806
H -7.810 2.845 -2.188
H 5.875 -0.835 2.145
H -2.227 3.638 -3.968
O 5.088 4.241 -1.162
H -1.072 -3.909 -0.097
H 0.878 -3.037 5.820
H 0.748 -3.814 3.722

Entry 3:
DFT (wB97M-V/def2-TZVPD) results for 8 unconnected molecules or ions with the total composition H16O8 at a distorted geometry.

Output
Maximum force ... 4.440 eV/A
Kohn-Sham gap (alpha / beta) ... 10.55 / 3.21 eV
LUMO (alpha / beta) ... -3.72 / -11.06 eV
E_HOMO (alpha / beta) ... -14.3 / -14.3 eV
Spin multiplicity ... 2
Total charge ... +1

Geometry (Å):
H 0.991 0.220 -0.140
H 1.278 2.209 -0.934
H 2.615 2.491 -0.282
H -0.372 2.139 -2.250
H -1.411 0.923 -0.734
H 0.773 1.364 -2.867
O 2.346 0.395 3.087
H -0.287 -0.373 0.414
H -0.850 -1.316 2.562
O -1.898 1.556 -1.261
H -0.797 0.191 2.430
H -0.968 -2.634 -1.315
O -1.148 -3.488 0.304
O -0.936 -0.608 1.923
H 2.623 0.839 2.286
H -2.537 1.028 -1.741
O 0.567 2.191 -2.432
O 0.104 -0.037 -0.392
H -0.255 -1.302 -1.418
O -0.613 -2.012 -1.951
H -1.740 -2.747 0.432
H 2.424 1.062 3.770
O 1.738 2.156 -0.096
H -1.646 -4.248 0.606

Entry 4:
DFT (wB97M-V/def2-TZVPD) results for 10 unconnected molecules or ions with the total composition C25H46BFN9O3P2S at a distorted geometry.

Output
Maximum force ... 2.174 eV/A
Kohn-Sham gap ... 5.03 eV
LUMO ... 1.72 eV
E_HOMO ... -3.3 eV
Spin multiplicity ... 1
Total charge ... -1

Geometry (Å):
C 1.097 7.019 0.750
H 7.800 1.144 2.521
H 3.401 -0.391 -1.602
H 6.711 -0.180 2.074
C 6.251 0.763 3.900
H -7.737 -6.130 4.563
H -1.473 -0.769 -3.342
P -1.198 2.465 -1.550
H 2.103 5.321 -4.765
C 3.320 3.727 -4.119
H -7.375 -4.808 5.689
H 2.334 0.208 4.724
H -2.597 1.880 -3.157
H -2.405 5.937 -3.679
C -8.558 -4.263 4.032
H 0.810 6.692 -1.312
H -7.204 -4.520 -1.737
C 2.609 -1.719 3.921
C 2.021 4.423 -4.158
H -6.540 -2.460 3.242
H -2.236 -3.777 1.028
H -8.997 -5.528 5.660
F -1.475 1.290 0.996
C -1.311 -1.408 -2.450
C 3.548 -0.295 -0.512
H 10.903 0.149 -0.399
H -6.952 -3.401 1.805
H 0.156 1.477 -2.991
C -6.440 -4.696 -0.981
H -1.932 -2.308 -2.634
H 10.669 -0.290 1.305
H 1.718 4.699 -3.149
H 0.318 -2.743 -3.072
C -1.596 -2.898 0.773
C -5.102 -4.569 -1.586
C -2.347 5.230 -4.504
O -2.698 2.282 -2.282
H 3.983 -0.429 4.857
C -8.141 -5.243 5.050
N 2.350 -2.520 3.140
H 1.264 3.774 -4.587
C 0.316 6.459 -0.369
N -4.063 -4.471 -2.065
C 6.766 0.808 2.517
H 3.354 -1.652 1.130
N 5.850 0.728 4.977
H -0.683 6.891 -0.373
C 10.352 -0.496 0.283
N 4.335 3.188 -4.094
P -2.024 -0.547 -0.957
C 8.906 -0.245 0.149
N 1.704 7.457 1.623
H 2.705 -1.052 5.919
H 1.135 0.602 -1.167
H -2.903 -1.148 1.232
C 0.653 0.721 -0.178
N 7.780 -0.049 0.044
H -3.482 -2.236 -0.025
H 3.307 0.746 -0.240
C -2.566 -1.745 0.366
C -1.098 5.445 -5.258
H 0.231 5.376 -0.268
C 2.702 -1.321 0.311
C 2.928 -0.685 4.918
C 0.172 -1.886 -2.378
B -0.963 0.950 -0.307
H -6.044 -1.888 1.641
N -0.113 5.616 -5.826
C -6.195 -2.772 2.261
H -1.024 -2.688 1.692
O -0.036 2.393 -2.743
O -1.156 3.763 -0.800
N -3.940 -4.093 2.468
S 1.146 -0.595 0.997
H 0.889 -1.110 -2.714
H -2.367 4.217 -4.102
H 6.168 1.497 1.923
H -0.919 -3.239 -0.024
H 1.078 1.672 0.223
H 2.495 -2.234 -0.278
C -4.931 -3.519 2.385
H -6.567 -5.698 -0.573
H -6.560 -3.970 -0.181
H 4.632 -0.436 -0.331
H 10.568 -1.536 0.045
H 0.491 -2.229 -1.384
N -8.879 -3.502 3.234
H -3.203 5.373 -5.162

Entry 5:
DFT (wB97M-V/def2-TZVPD) results for a molecular structure, CH14F3NaO10S at a distorted geometry.

Output
Maximum force ... 1.056 eV/A
Kohn-Sham gap ... 8.06 eV
LUMO ... -2.34 eV
E_HOMO ... -10.4 eV
Spin multiplicity ... 1
Total charge ... 0

Geometry (Å):
O 1.217 2.449 3.643
H 5.216 0.995 -0.912
O 2.530 -0.748 -2.732
F 0.758 -1.900 1.093
O -2.934 -3.350 -1.177
H -2.491 -2.601 -1.613
H 1.786 1.768 4.013
H 3.791 1.032 -0.342
F 0.078 -1.889 -0.969
H 2.699 -0.516 -1.796
O -2.662 2.150 1.489
Na -0.230 3.164 -2.215
H -1.748 2.090 1.163
C -0.014 -1.265 0.230
H -3.027 -0.864 2.833
H -2.653 2.897 2.100
O 0.249 1.164 1.300
H -2.913 0.661 2.700
O -2.895 -0.066 3.351
O 2.012 0.409 -0.259
O -1.561 -1.814 -3.220
H 2.365 0.095 -3.159
O 4.645 1.497 -0.322
O -0.172 1.026 -1.092
H -1.118 -2.207 -3.980
S 0.593 0.513 0.046
H -0.842 -1.475 -2.668
H -2.222 -3.960 -0.960
H 0.826 2.038 2.852
F -1.281 -1.291 0.601

Entry 6:
DFT (wB97M-V/def2-TZVPD) results for a molecular structure, C9H6LaN2O4 at a distorted geometry.

Output
Maximum force ... 9.276 eV/A
Kohn-Sham gap ... 5.17 eV
LUMO ... -14.33 eV
E_HOMO ... -19.5 eV
Spin multiplicity ... 1
Total charge ... +3

Geometry (Å):
H 0.435 2.692 2.694
C -2.238 -1.802 -2.146
H 0.559 -2.354 0.001
H -0.047 2.111 0.286
C -0.902 3.401 -2.716
N 0.063 0.038 0.654
C 1.033 -0.733 -2.095
N 0.327 -2.243 0.990
H 0.804 -1.565 3.521
C 0.397 1.648 2.387
O -2.798 -2.735 -2.538
O -0.251 -0.143 -4.929
C 0.614 -0.719 2.867
La -1.132 0.182 -1.341
H 0.833 0.846 4.348
O 2.020 -1.178 -2.515
C 0.641 0.609 3.298
C 0.127 1.346 1.065
C -0.587 0.074 -3.844
O -0.929 4.476 -3.098
H 0.656 -2.979 1.599
C 0.377 -0.970 1.512

Entry 7:
DFT (wB97M-V/def2-TZVPD) results for a molecular structure, C19H11Cl5N4OPdS at a distorted geometry.

Output
Maximum force ... 1.256 eV/A
Kohn-Sham gap (alpha / beta) ... 6.26 / 6.26 eV
LUMO (alpha / beta) ... -1.71 / -1.71 eV
E_HOMO (alpha / beta) ... -8.0 / -8.0 eV
Spin multiplicity ... 1
Total charge ... 0

Geometry (Å):
C -5.373 1.206 0.295
Cl 0.753 0.678 6.928
H -5.994 0.623 2.253
N -2.657 1.636 -0.272
S -1.613 -0.281 -1.815
H -3.543 2.754 1.723
C 2.655 -0.394 3.586
Pd -0.879 -0.439 0.332
C -5.655 3.547 -0.242
N -4.734 2.059 -1.906
C -6.309 2.718 1.920
C -6.195 3.761 1.019
N -3.784 1.207 -2.265
C -2.272 3.712 3.173
H -5.535 4.367 -0.937
C 0.025 -0.142 4.469
C -2.544 2.867 2.109
H -5.363 2.269 -2.667
Cl 3.698 0.383 5.952
H 1.067 3.215 3.484
C -5.898 1.443 1.555
C 2.397 0.026 4.891
C -2.827 0.906 -1.440
C 1.076 0.146 5.325
O -0.720 -0.821 2.346
C -5.239 2.270 -0.603
C 1.594 -0.680 2.735
H -5.059 0.211 0.011
H -6.515 4.757 1.297
Cl 4.267 -0.553 3.038
C -0.184 2.262 2.039
C -0.986 3.833 3.670
Cl -1.601 0.032 4.970
Cl 1.884 -1.175 1.106
H -0.798 4.485 4.512
H 0.618 1.704 1.574
N -1.721 1.292 0.475
H -3.080 4.271 3.628
C 0.060 3.118 3.099
C -1.486 2.147 1.560
H -6.719 2.890 2.906
C 0.258 -0.559 3.138

Entry 8:
DFT (wB97M-V/def2-TZVPD) results for 2 unconnected molecules or ions with the total composition C2H11N3 at a distorted geometry.

Output
SMILES ... NCN.CN
Maximum force ... 3.952 eV/A
Kohn-Sham gap ... 9.78 eV
LUMO ... 0.92 eV
E_HOMO ... -8.9 eV
Spin multiplicity ... 1
Total charge ... 0

Geometry (Å):
H 0.323 1.996 -1.227
H 1.058 -0.372 0.653
H 1.074 -0.020 -3.391
C -0.912 -0.824 1.227
N -0.849 -0.032 2.490
H -0.586 0.139 -2.731
N 0.874 1.236 -1.584
H -1.495 -1.779 1.534
N 0.444 -1.161 0.852
H 0.971 -1.818 1.513
H 0.653 0.558 -0.833
C 0.359 0.716 -2.854
H -1.453 -0.356 0.390
H -0.454 0.786 2.075
H 0.044 1.465 -3.663
H -0.098 -0.256 3.143

Entry 9:
DFT (wB97M-V/def2-TZVPD) results for a molecular structure, C8H24CoO4P2S at a distorted geometry.

Output
Maximum force ... 11.059 eV/A
Kohn-Sham gap (alpha / beta) ... 6.37 / 6.70 eV
LUMO (alpha / beta) ... -3.78 / -6.48 eV
E_HOMO (alpha / beta) ... -10.1 / -13.2 eV
Spin multiplicity ... 5
Total charge ... +1

Geometry (Å):
H 1.992 -0.355 -1.439
O -1.041 0.055 1.113
C 1.907 2.215 -2.210
H -0.367 3.815 -1.330
C 0.298 -2.987 -2.010
H -1.263 -2.690 1.507
H 0.095 0.438 3.840
P 0.842 1.766 -0.793
H 1.366 -3.102 -1.782
C -0.577 -3.099 0.758
C -0.890 0.030 3.622
H 0.399 -3.235 1.242
H -1.315 2.312 -1.741
H -1.192 2.850 -0.001
C 1.587 2.661 0.662
H 1.406 1.846 -3.106
O 2.758 -0.997 1.540
H 1.583 -1.013 -1.392
H -2.664 -1.122 -0.289
S -1.650 0.920 2.190
C -2.234 -1.792 -1.064
O -1.100 2.303 2.207
H -2.757 -2.764 -1.074
H -1.065 -1.094 3.540
H 0.338 0.171 -1.647
C -0.659 2.794 -0.985
H 2.410 2.047 1.047
H -0.936 -4.098 0.498
O -3.092 0.750 2.152
H 2.029 3.309 -2.235
H -2.303 -1.325 -2.060
P -0.470 -2.009 -0.698
C 1.833 -0.602 0.958
H -0.187 -3.964 -2.096
H 2.843 1.672 -2.079
H 1.942 3.635 0.302
H 0.791 2.785 1.416
H 0.180 -2.408 -2.936
H -1.428 0.452 4.498
Co 0.591 -0.173 -0.126

Entry 10:
DFT (wB97M-V/def2-TZVPD) results for a single C6H10O molecule at a distorted geometry.

Output
Maximum force ... 2.323 eV/A
Kohn-Sham gap (alpha / beta) ... 7.74 / 8.66 eV
LUMO (alpha / beta) ... 0.45 / 0.68 eV
E_HOMO (alpha / beta) ... -7.3 / -8.0 eV
Spin multiplicity ... 1
Total charge ... 0

Geometry (Å):
C 0.782 -0.299 0.918
H 0.736 0.863 -2.299
H -1.065 -0.876 -1.536
H 0.086 1.734 0.016
H 1.773 -1.276 -0.893
H 1.339 0.521 1.385
C -1.846 0.141 1.360
C 0.991 -0.561 -0.598
C -0.693 -0.075 0.531
C 1.091 0.779 -1.275
H 0.886 -1.205 1.521
H -2.837 -0.083 0.986
H -1.751 0.722 2.270
H -0.572 -2.098 -0.307
H 1.983 1.372 -1.056
C -0.480 -1.056 -0.631
O -0.758 1.228 -0.164

Entry 11:
DFT (wB97M-V/def2-TZVPD) results for a molecular structure, F4LiSr2 at a distorted geometry.

Output
Maximum force ... 3.629 eV/A
Kohn-Sham gap (alpha / beta) ... 3.26 / 7.46 eV
LUMO (alpha / beta) ... -1.41 / -1.54 eV
E_HOMO (alpha / beta) ... -4.7 / -9.0 eV
Spin multiplicity ... 2
Total charge ... 0

Geometry (Å):
F -9.003 -23.402 -3.645
F -10.911 -24.902 -2.242
Sr -11.222 -22.388 -2.758
F -9.280 -20.520 -2.964
Li -8.482 -24.950 -4.633
Sr -7.318 -21.775 -4.536
F -6.442 -22.619 -2.370

Entry 12:
DFT (wB97M-V/def2-TZVPD) results for 3 unconnected molecules or ions with the total composition C6H16O2 at a distorted geometry.

Output
SMILES ... C=CC.OCO.CC
Maximum force ... 3.588 eV/A
Kohn-Sham gap ... 10.20 eV
LUMO ... 0.89 eV
E_HOMO ... -9.3 eV
Spin multiplicity ... 1
Total charge ... 0

Geometry (Å):
C -0.847 0.139 -1.917
H -0.665 2.627 0.226
H -0.184 0.527 -2.678
H -0.100 2.659 -1.460
C 0.730 0.552 2.082
O 1.211 -2.484 0.521
H 1.088 -3.323 0.984
H 0.587 -0.488 2.378
C -0.929 2.397 -0.806
H -0.244 1.037 2.033
H 0.883 -0.044 -0.014
H 0.222 -3.098 -1.161
C 0.182 -2.304 -0.401
H 1.609 1.616 0.406
H 1.331 1.049 2.848
H -1.418 -0.740 -2.186
O -1.084 -2.428 0.179
H 2.393 0.086 0.802
C -1.306 0.964 -0.957
C 1.433 0.598 0.733
H -2.022 0.592 -0.231
H 0.138 -1.292 -1.088
H -1.786 3.031 -1.051
H -1.223 -1.671 0.758